192
Properties=species:S:1:pos:R:3:forces:R:3 method="wB97M-V/def2-TZVPD" multiplicity=1 gap_ev=8.58 max_force_ev_per_a=2.6 lumo_ev=0.54 smiles=CCN(CC)CC.CCN(CC)CC.CCN(CC)CC.CCN(CC)CC.CCN(CC)CC.CCN(CC)CC.CCN(CC)CC.CCN(CC)CC.ClCCCl.ClCCCl homo_ev=-8.0
Cl -4.978217 -18.202598 10.389736 -0.4 0.3 -0.4
C -4.283959 -18.835887 11.863599 0.5 -0.8 1.2
C -3.827721 -20.289153 11.768151 -0.1 0.1 0.6
Cl -2.719210 -20.523678 10.403027 0.1 -0.2 0.1
H -4.991631 -18.792424 12.712793 0.2 0.3 -0.6
H -3.401942 -18.247413 12.120342 -0.3 0.1 -0.1
H -4.635497 -21.011516 11.698395 -0.2 0.2 -0.4
H -3.342173 -20.547374 12.722132 0.3 0.3 -0.4
Cl -11.288916 -20.945014 16.753716 0.0 0.1 0.2
C -12.026072 -19.435309 17.389255 -0.3 -0.2 0.5
C -12.443072 -18.531524 16.271837 0.2 0.5 -0.9
Cl -13.932897 -19.105047 15.412454 0.5 0.1 0.2
H -11.355289 -18.956851 18.105253 0.6 0.1 -0.5
H -12.852886 -19.717480 18.048279 -0.2 -0.2 -0.5
H -11.664804 -18.353302 15.507665 -0.2 -0.7 0.2
H -12.659736 -17.530050 16.609559 -0.4 0.2 0.4
C -9.276984 -13.547188 11.780720 1.4 -0.4 -0.5
C -7.768002 -13.793633 11.442103 -1.3 -0.2 1.3
N -7.060928 -14.172488 12.638030 1.9 -0.3 1.2
C -5.911512 -15.129828 12.508659 -1.8 -0.6 -1.5
C -4.610291 -14.718553 11.821532 -0.6 1.3 0.6
C -6.692396 -13.012201 13.464389 -1.7 -0.4 -0.6
C -6.265431 -13.392282 14.843746 1.0 -0.3 0.9
H -9.684451 -13.105254 10.887255 -0.7 0.0 -0.3
H -9.414994 -12.837641 12.581636 0.0 0.2 0.3
H -9.741838 -14.502818 12.043859 -0.1 0.3 -0.2
H -7.758141 -14.649071 10.800903 0.2 -0.4 -0.8
H -7.372388 -12.909492 10.964080 0.4 0.3 -0.5
H -5.788297 -15.657553 13.457256 0.2 0.4 0.0
H -6.274276 -15.900233 11.823540 -0.5 -0.3 0.2
H -4.831157 -14.109544 10.924432 0.0 -0.1 0.5
H -4.049325 -14.106925 12.551090 0.5 -0.4 -0.7
H -4.121131 -15.609230 11.432121 0.4 0.1 0.5
H -7.606128 -12.404599 13.500312 0.3 0.1 0.1
H -5.921067 -12.426336 12.977739 0.4 0.4 -0.2
H -6.819040 -14.188395 15.337696 -0.4 -0.2 -0.4
H -6.299483 -12.567077 15.549339 0.1 0.4 -0.1
H -5.224229 -13.727815 14.801249 0.0 0.0 0.2
C -15.692499 -14.720925 17.176786 0.0 0.5 0.4
C -14.390213 -15.140578 16.546036 -0.7 -0.6 -1.1
N -13.943530 -14.211598 15.541098 2.1 0.5 -0.1
C -12.627292 -14.673171 15.033929 -0.3 0.3 2.1
C -11.907616 -13.701477 14.160732 0.2 0.1 -1.1
C -14.854211 -13.959427 14.457218 -0.6 0.1 0.7
C -15.116046 -15.156593 13.548490 -0.3 1.0 -0.2
H -15.851137 -15.305790 18.097778 -0.5 0.0 -0.6
H -16.518892 -14.707071 16.442360 0.2 -0.5 0.7
H -15.579794 -13.685729 17.516433 0.0 0.0 0.0
H -13.624304 -15.206626 17.296023 0.4 -0.1 0.3
H -14.493820 -16.135342 16.049739 0.0 0.0 0.6
H -11.986293 -14.828517 15.923321 -0.3 -0.1 -0.2
H -12.763857 -15.659036 14.598154 0.3 -0.4 -0.5
H -10.879619 -14.074466 13.982269 -0.6 0.3 0.0
H -12.435811 -13.617928 13.203656 0.4 0.0 -0.1
H -11.861329 -12.681425 14.557138 0.0 -0.3 0.3
H -14.427564 -13.166747 13.853065 0.0 0.3 -0.1
H -15.742805 -13.538600 14.950584 -0.1 -0.2 -0.6
H -15.490584 -16.032968 14.062648 -0.1 -0.2 0.1
H -14.160363 -15.376313 13.081661 -0.1 -0.4 -0.4
H -15.837318 -14.808141 12.793985 0.2 -0.5 0.0
C -15.867924 -20.773513 12.844264 0.7 0.3 0.2
C -14.617122 -21.438135 12.203944 -0.8 -1.0 -0.4
N -14.703279 -22.828137 11.715390 -0.4 -0.6 -0.2
C -14.862105 -23.900554 12.734140 1.0 0.8 -1.5
C -13.732345 -23.941207 13.727632 0.4 0.0 -0.6
C -15.793798 -23.002896 10.789624 -1.0 0.3 -0.9
C -15.742095 -22.066659 9.561144 -0.5 -1.0 0.3
H -16.667182 -20.548163 12.124511 0.3 -0.3 0.0
H -15.514570 -19.784881 13.220831 -0.4 -0.7 0.0
H -16.311183 -21.361266 13.662442 0.3 0.3 -0.1
H -14.341677 -20.859025 11.336372 0.1 0.4 -0.3
H -13.738687 -21.489162 12.807268 0.3 0.7 1.0
H -15.816915 -23.761213 13.177567 -1.1 0.0 1.0
H -14.938053 -24.851626 12.168496 0.2 0.4 0.3
H -13.667464 -23.049681 14.336867 0.0 0.3 0.1
H -13.953353 -24.759817 14.371845 0.2 -0.7 0.8
H -12.751745 -24.110205 13.231708 -0.6 0.1 0.3
H -16.753682 -22.910889 11.326316 -0.1 0.0 -0.2
H -15.785753 -24.011974 10.357070 0.2 0.0 0.4
H -16.046425 -21.043229 9.747102 0.1 0.2 0.1
H -16.372638 -22.473648 8.735091 0.5 0.3 0.6
H -14.698128 -22.128732 9.310818 0.5 0.4 -0.7
C -9.319589 -24.150388 12.767868 -0.3 -0.3 -0.9
C -9.087085 -23.754775 11.287601 0.2 -0.3 0.8
N -10.004191 -24.402853 10.383330 -1.4 0.4 -0.5
C -9.604459 -24.379217 8.967191 1.4 -0.1 0.8
C -8.615023 -25.480688 8.627472 1.1 -0.8 1.1
C -11.379663 -23.843570 10.508807 0.5 -0.3 -0.9
C -12.420269 -24.916700 10.271904 0.0 0.3 0.8
H -8.655248 -23.577186 13.391428 0.4 0.1 0.4
H -9.170764 -25.229699 12.923712 0.1 0.4 -0.1
H -10.334525 -23.918736 13.076727 -0.1 0.1 0.1
H -9.083756 -22.651249 11.233454 -0.1 0.0 -0.3
H -8.095256 -24.090913 11.025689 0.5 0.0 -0.2
H -9.169106 -23.389794 8.693775 -0.4 -0.3 0.0
H -10.437233 -24.606937 8.331746 -0.8 0.4 -0.1
H -7.637829 -25.448834 9.174857 -0.9 0.2 0.0
H -8.293433 -25.390750 7.605403 -0.2 -0.2 -0.7
H -9.042107 -26.490881 8.839687 0.2 0.8 -0.3
H -11.471596 -23.403759 11.488494 -0.2 0.3 0.2
H -11.564077 -23.063372 9.733395 0.3 0.0 0.5
H -12.249789 -25.333190 9.294403 -0.3 -0.3 -0.4
H -12.302026 -25.700248 11.013004 0.0 -0.3 0.1
H -13.414402 -24.482804 10.406051 0.1 -0.1 -0.4
C -4.813869 -20.494437 15.458410 0.6 -0.3 -0.8
C -3.531612 -19.691106 15.760153 -0.8 0.1 0.6
N -3.464071 -18.463920 14.975799 1.3 -0.6 -1.1
C -2.108974 -17.921506 15.100845 0.4 0.1 0.9
C -1.772149 -16.731763 14.201147 -0.1 -0.2 0.8
C -4.519959 -17.508567 15.168843 0.2 0.8 1.2
C -4.593329 -16.986520 16.625351 -0.7 -0.8 -0.8
H -4.862015 -21.477030 15.922529 0.4 0.0 0.3
H -4.855127 -20.693920 14.363913 -0.1 0.3 0.6
H -5.727367 -20.011198 15.753776 -0.4 0.5 0.1
H -3.444298 -19.443606 16.864984 0.0 -0.5 -0.9
H -2.668814 -20.291455 15.449343 -0.1 0.1 0.3
H -1.950040 -17.690507 16.182590 0.3 0.2 -0.5
H -1.341047 -18.697397 14.878484 -0.8 0.2 0.0
H -2.450757 -15.882324 14.338151 0.2 -0.1 0.0
H -0.738042 -16.412599 14.429592 -0.5 -0.1 -0.4
H -1.870346 -17.103862 13.193990 0.2 0.3 -0.6
H -5.452695 -17.979331 14.902171 -0.5 -0.1 -0.2
H -4.383769 -16.636395 14.530576 0.1 -0.3 -0.3
H -3.628974 -16.580331 16.915531 -0.2 0.4 0.2
H -4.830129 -17.849118 17.233203 0.1 -0.2 0.6
H -5.453223 -16.326070 16.744626 0.4 0.4 0.0
C -12.630384 -16.497123 19.370099 0.6 -1.3 -0.3
C -11.727721 -17.162669 20.406255 0.6 -1.4 0.6
N -10.412294 -17.739115 19.934890 -0.9 -0.3 0.4
C -9.510167 -16.696131 19.516270 1.6 -0.5 0.8
C -8.268477 -17.147080 18.683771 -1.2 -0.5 0.2
C -9.830650 -18.596426 20.991956 -0.9 -0.8 -0.9
C -10.379482 -20.030290 20.792548 0.4 1.4 0.0
H -13.482103 -16.100448 19.903900 -0.2 0.4 -0.1
H -12.989173 -17.210508 18.606394 0.0 0.1 0.6
H -12.081939 -15.757396 18.804815 -0.1 0.6 0.1
H -11.475323 -16.448869 21.196327 -0.2 0.3 0.2
H -12.289879 -18.000653 20.929703 0.6 0.9 -0.7
H -10.082111 -16.020060 18.951777 -0.5 1.1 -0.9
H -9.152017 -16.136563 20.415670 0.0 -0.1 -0.4
H -8.531739 -17.516706 17.681084 -0.1 -0.1 0.4
H -7.633050 -16.313548 18.536897 0.6 1.1 -0.2
H -7.634143 -17.872865 19.185792 -0.2 -0.3 0.1
H -10.041706 -18.240776 22.000667 -0.1 0.3 0.2
H -8.757232 -18.646000 20.879656 0.3 0.2 -0.1
H -10.035565 -20.660531 21.596572 0.0 -0.5 0.1
H -10.021510 -20.344455 19.817647 0.0 -0.4 0.0
H -11.462831 -19.986220 20.765891 -0.2 -0.3 0.1
C -7.751953 -19.648234 13.287156 -0.4 1.4 -0.4
C -8.829351 -19.297791 14.345674 0.8 1.1 -0.4
N -9.900815 -18.442327 13.816495 0.3 0.0 0.8
C -10.623864 -18.941618 12.687784 0.0 -0.6 -1.1
C -11.034775 -20.411264 12.773282 0.7 -0.5 0.2
C -9.570493 -17.035465 13.554812 -0.2 0.1 0.7
C -8.875322 -16.274378 14.715222 -1.4 -0.9 -0.4
H -7.310737 -18.742052 12.784825 -0.2 -0.5 0.8
H -8.238673 -20.114079 12.441388 0.1 -0.7 -0.1
H -6.952688 -20.242976 13.704128 0.1 -0.3 -0.1
H -9.202555 -20.214308 14.833725 -0.1 0.5 -0.3
H -8.372668 -18.661137 15.122367 0.0 -0.6 0.0
H -11.553016 -18.399332 12.657866 -0.4 0.6 -0.3
H -10.044169 -18.720723 11.714571 -0.8 -0.4 0.9
H -11.455273 -20.703096 13.761296 0.1 0.4 -0.6
H -11.757220 -20.665238 11.988979 0.1 0.1 0.1
H -10.145722 -21.039972 12.612355 -0.3 -0.1 0.0
H -10.558371 -16.550198 13.407814 0.5 -0.1 -0.2
H -8.998437 -16.903700 12.607570 -0.1 -0.1 0.3
H -8.854814 -15.259500 14.406531 0.6 1.0 -0.4
H -7.869454 -16.644876 14.896986 0.0 0.1 0.3
H -9.539935 -16.232886 15.602980 0.6 -0.6 -0.1
C -11.166423 -20.220808 7.204593 -0.2 0.0 0.0
C -10.406546 -20.159265 8.516991 1.7 -0.5 -0.5
N -8.901437 -20.038844 8.310464 -2.3 0.1 -1.1
C -8.117394 -20.099974 9.508119 0.1 -0.4 0.9
C -6.782316 -20.862221 9.321881 -0.7 -0.1 -0.4
C -8.552388 -18.911207 7.437537 1.6 0.9 1.5
C -8.967836 -17.485690 7.993489 0.4 -0.4 -0.5
H -11.215146 -19.256662 6.716994 -0.1 0.2 -0.2
H -12.177951 -20.577829 7.402167 -0.1 0.3 0.1
H -10.760026 -20.949230 6.500860 0.4 0.1 0.1
H -10.789284 -19.367060 9.171323 -0.1 -0.1 0.0
H -10.588468 -21.142330 8.948534 0.2 0.1 0.6
H -8.702912 -20.672692 10.256992 0.2 0.3 -0.3
H -7.997289 -19.088058 9.938005 0.4 -0.3 0.1
H -6.279941 -21.008281 10.277383 -0.1 -0.2 0.0
H -6.057499 -20.393651 8.674065 0.1 0.6 -0.2
H -7.009125 -21.810321 8.808072 0.0 0.1 0.6
H -7.421713 -18.958365 7.448805 -1.1 0.3 -0.6
H -8.930906 -19.055829 6.440405 0.0 -0.2 -0.4
H -8.557753 -17.418996 9.020771 -0.4 0.4 -0.5
H -8.623148 -16.615131 7.378811 0.2 -0.9 0.4
H -10.050394 -17.358579 7.978910 -0.1 -0.2 0.4